Run P
The following is a quantum chemistry calculation of a cluster of 13 separate species, H26O13 in total, from OMol25.

Positions of all 39 atoms, in Å:
O -0.623 2.666 -1.752
H -0.781 1.755 -1.864
H -1.379 3.065 -2.188
O -0.617 -1.651 2.302
H -0.315 -2.183 1.568
H -1.284 -2.154 2.659
O -1.604 0.555 3.474
H -1.280 -0.058 2.830
H -2.028 -0.020 4.108
O 2.989 1.134 0.699
H 3.211 1.104 1.655
H 3.751 1.514 0.201
O -3.859 -0.593 1.535
H -3.649 -1.382 1.006
H -3.200 0.057 1.272
O 2.772 -0.210 -1.890
H 2.321 0.684 -1.777
H 2.136 -0.808 -2.138
O -2.094 1.140 0.593
H -2.652 1.402 -0.160
H -1.410 1.719 0.808
O 0.096 2.623 1.206
H 0.834 2.915 1.750
H 0.326 2.538 0.292
O -0.722 -2.495 -0.805
H -0.354 -1.694 -0.442
H -1.558 -2.192 -1.100
O 0.384 -0.244 0.125
H 1.105 0.353 0.236
H -0.402 0.294 0.308
O -1.064 0.054 -2.435
H -0.310 -0.477 -2.675
H -1.309 0.437 -3.289
O 0.881 -1.836 -2.952
H 0.293 -2.042 -2.233
H 0.336 -1.987 -3.712
O 4.055 -1.405 0.831
H 3.456 -1.890 1.388
H 3.548 -0.690 0.567

Output
Spin multiplicity: 1
Frontier orbital gap, eV: 10.11

Atomic partial charges in e from the natural (NBO) method, atoms 1 to 6: O -0.971; H 0.484; H 0.469; O -0.939; H 0.487; H 0.466



Run Q
The following is a quantum chemistry calculation of a cluster of 13 separate species, H26O13 in total, from OMol25.

Positions of all 39 atoms, in Å:
H -0.679 -0.060 -0.360
H -0.112 1.139 -1.104
H -4.521 2.439 2.754
H -3.574 1.556 1.957
H -2.568 -1.359 1.608
H -1.067 -1.373 1.371
H 2.088 2.772 -2.786
H 2.911 3.353 -1.648
H -2.760 -1.074 -2.028
H -3.352 -1.378 -0.661
H 0.731 -1.658 -0.073
H 0.993 -2.620 1.075
H 2.401 0.204 -2.352
H 2.783 1.328 -1.402
H -1.724 2.806 -1.643
H -3.186 3.217 -1.690
H -1.543 -3.968 -2.342
H -2.857 -4.346 -3.006
H 2.922 0.120 2.325
H 3.232 1.607 2.373
H 4.477 0.749 -0.950
H 5.583 -0.225 -0.578
H -3.565 -0.261 2.666
H -2.212 0.236 2.182
H 3.103 -1.585 1.586
H 4.086 -2.577 0.987
O 0.055 0.565 -0.348
O -3.965 2.437 1.966
O -1.907 -1.246 0.915
O 2.023 3.046 -1.864
O -3.375 -1.667 -1.580
O 0.286 -2.128 0.642
O 2.571 0.388 -1.421
O -2.293 3.578 -1.729
O -2.395 -3.602 -2.603
O 3.508 0.786 1.949
O 4.723 0.096 -0.284
O -2.857 0.353 2.889
O 3.428 -2.487 1.685

Output
Spin multiplicity: 1
Frontier orbital gap, eV: 10.08

Atomic partial charges in e from the natural (NBO) method, atoms 1 to 6: H 0.475; H 0.462; H 0.459; H 0.469; H 0.456; H 0.512



Run R
The following is a quantum chemistry calculation of a cluster of 13 separate species, H26O13 in total, from OMol25.

Positions of all 39 atoms, in Å:
O -2.567 1.726 -1.100
H -2.736 0.815 -0.873
H -1.788 1.737 -1.700
O 2.589 -2.186 -1.437
H 3.249 -2.566 -1.980
H 1.814 -1.906 -1.940
O -1.892 -2.669 -2.378
H -2.171 -2.219 -1.586
H -1.333 -3.407 -2.095
O 0.946 3.223 -0.373
H 0.168 3.210 0.161
H 1.451 2.432 -0.105
O -1.543 2.621 1.288
H -2.099 2.958 2.007
H -2.234 2.524 0.483
O 0.017 2.257 -2.639
H -0.455 2.922 -3.108
H 0.353 2.713 -1.890
O 2.483 -2.765 1.655
H 2.458 -1.884 2.013
H 2.381 -2.719 0.718
O 2.460 1.204 3.028
H 2.381 2.133 3.001
H 2.828 0.915 2.155
O -0.163 0.063 1.704
H -0.659 0.878 1.570
H 0.518 0.354 2.368
O -2.356 -1.083 -0.178
H -1.368 -0.816 -0.073
H -2.546 -1.438 0.700
O -2.450 -1.988 2.557
H -2.061 -2.880 2.786
H -1.717 -1.384 2.442
O 2.273 0.257 0.306
H 1.374 -0.017 0.508
H 2.660 -0.379 -0.298
O 0.150 -0.935 -2.272
H 0.052 -0.135 -2.762
H -0.469 -1.564 -2.665

Output
Spin multiplicity: 1
Frontier orbital gap, eV: 11.27

Atomic partial charges in e from the natural (NBO) method, atoms 1 to 6: O -0.991; H 0.504; H 0.502; O -1.001; H 0.482; H 0.514



Which of them is the most stable? Correct choice: run R.